Entry from the OMol25 dataset: a 11-piece molecular cluster, C44H121N11O11 overall in a non-equilibrium geometry (ωB97M-V/def2-TZVPD).

Bonds (Å) are listed after each position.
Cartesian coordinates (Å):
1 C 12.887 21.002 15.154  O2 1.415, H7 1.097, H8 1.093, H9 1.069
2 O 13.309 20.035 16.098  C1 1.415, C3 1.432
3 C 14.735 20.008 16.230  O2 1.432, C4 1.530, H10 1.152, H11 1.110
4 C 15.219 19.108 17.369  C3 1.530, C5 1.488, N6 1.461, H12 1.090
5 C 15.190 17.702 16.880  C4 1.488, H13 1.112, H14 1.077, H15 1.120
6 N 14.429 19.205 18.594  C4 1.461, H16 1.012, H17 1.031
7 H 13.160 22.044 15.363  C1 1.097
8 H 11.796 21.044 15.222  C1 1.093
9 H 13.163 20.745 14.154  C1 1.069
10 H 15.207 19.667 15.237  C3 1.152
11 H 15.064 21.049 16.434  C3 1.110
12 H 16.233 19.398 17.642  C4 1.090
13 H 15.268 16.951 17.697  C5 1.112
14 H 15.915 17.596 16.091  C5 1.077
15 H 14.199 17.475 16.411  C5 1.120
16 H 14.734 19.922 19.241  N6 1.012
17 H 13.431 19.282 18.350  N6 1.031
18 C 15.477 13.058 22.154  O19 1.391, H24 1.082, H25 1.079, H26 1.096
19 O 16.225 13.803 21.248  C18 1.391, C20 1.429
20 C 15.897 15.187 21.114  O19 1.429, C21 1.545, H27 1.085, H28 1.145
21 C 16.865 15.827 20.093  C20 1.545, C22 1.507, N23 1.471, H29 1.074
22 C 18.297 15.406 20.296  C21 1.507, H30 1.099, H31 1.087, H32 1.102
23 N 16.782 17.292 20.203  C21 1.471, H33 0.998, H34 1.048
24 H 15.775 13.266 23.173  C18 1.082
25 H 15.530 12.008 21.909  C18 1.079
26 H 14.426 13.364 22.111  C18 1.096
27 H 14.846 15.207 20.846  C20 1.085
28 H 15.948 15.718 22.127  C20 1.145
29 H 16.603 15.402 19.143  C21 1.074
30 H 18.935 15.944 19.582  C22 1.099
31 H 18.411 14.369 19.988  C22 1.087
32 H 18.600 15.473 21.354  C22 1.102
33 H 17.336 17.630 19.445  N23 0.998
34 H 15.804 17.665 20.176  N23 1.048
35 C 19.020 17.390 11.954  O36 1.400, H41 1.120, H42 1.073, H43 1.111
36 O 19.486 16.340 11.154  C35 1.400, C37 1.436
37 C 20.098 16.887 9.975  O36 1.436, C38 1.557, H44 1.079, H45 1.119
38 C 21.264 15.983 9.480  C37 1.557, C39 1.538, N40 1.454, H46 1.104
39 C 20.835 14.528 9.227  C38 1.538, H47 1.079, H48 1.109, H49 1.068
40 N 22.407 16.112 10.369  C38 1.454, H50 1.028, H51 0.982
41 H 18.460 18.104 11.297  C35 1.120
42 H 19.828 17.916 12.424  C35 1.073
43 H 18.368 16.936 12.730  C35 1.111
44 H 19.323 17.146 9.270  C37 1.079
45 H 20.557 17.875 10.231  C37 1.119
46 H 21.629 16.418 8.533  C38 1.104
47 H 20.183 14.511 8.368  C39 1.079
48 H 20.330 14.137 10.133  C39 1.109
49 H 21.681 13.895 9.073  C39 1.068
50 H 22.162 15.628 11.242  N40 1.028
51 H 23.220 15.733 9.968  N40 0.982
52 C 25.646 10.765 14.228  O53 1.409, H58 1.095, H59 1.082, H60 1.089
53 O 24.549 10.393 13.426  C52 1.409, C54 1.381
54 C 24.497 10.981 12.177  O53 1.381, C55 1.501, H61 1.109, H62 1.113
55 C 23.804 12.310 12.099  C54 1.501, C56 1.514, N57 1.448, H63 1.080
56 C 22.314 12.105 12.274  C55 1.514, H64 1.089, H65 1.098, H66 1.097
57 N 24.078 12.912 10.810  C55 1.448, H67 1.014, H68 1.040
58 H 26.520 10.816 13.571  C52 1.095
59 H 25.840 10.024 14.994  C52 1.082
60 H 25.493 11.720 14.728  C52 1.089
61 H 25.521 11.001 11.752  C54 1.109
62 H 23.865 10.349 11.514  C54 1.113
63 H 24.208 13.011 12.814  C55 1.080
64 H 21.827 11.428 11.574  C56 1.089
65 H 21.746 13.045 12.259  C56 1.098
66 H 22.070 11.688 13.259  C56 1.097
67 H 23.970 12.199 10.097  N57 1.014
68 H 25.024 13.344 10.825  N57 1.040
69 C 16.621 14.457 9.832  O70 1.412, H75 1.072, H76 1.075, H77 1.098
70 O 15.553 14.298 10.742  C69 1.412, C71 1.437
71 C 15.491 15.398 11.666  O70 1.437, C72 1.532, H78 1.169, H79 1.074
72 C 14.196 15.432 12.482  C71 1.532, C73 1.528, N74 1.437, H80 1.083
73 C 14.336 16.289 13.739  C72 1.528, H81 1.153, H82 1.100, H83 1.083
74 N 13.774 14.116 12.877  C72 1.437, H84 0.987, H85 1.027
75 H 16.559 15.432 9.389  C69 1.072
76 H 16.551 13.687 9.085  C69 1.075
77 H 17.558 14.332 10.389  C69 1.098
78 H 16.449 15.413 12.336  C71 1.169
79 H 15.549 16.360 11.192  C71 1.074
80 H 13.440 15.754 11.777  C72 1.083
81 H 13.348 16.515 14.290  C73 1.153
82 H 14.606 17.331 13.513  C73 1.100
83 H 15.039 15.875 14.450  C73 1.083
84 H 13.807 13.431 12.168  N74 0.987
85 H 14.380 13.765 13.627  N74 1.027
86 C 19.191 13.450 13.276  O87 1.445, H92 1.127, H93 1.087, H94 1.124
87 O 18.943 12.534 14.365  C86 1.445, C88 1.428
88 C 18.561 13.227 15.554  O87 1.428, C89 1.542, H95 1.087, H96 1.096
89 C 17.181 13.912 15.504  C88 1.542, C90 1.517, N91 1.416, H97 1.102
90 C 16.914 14.275 16.952  C89 1.517, H98 1.090, H99 1.082, H100 1.091
91 N 16.166 13.108 14.929  C89 1.416, H101 1.047, H102 0.997
92 H 18.238 13.809 12.795  C86 1.127
93 H 19.754 12.906 12.523  C86 1.087
94 H 19.845 14.319 13.562  C86 1.124
95 H 18.497 12.468 16.329  C88 1.087
96 H 19.369 13.935 15.770  C88 1.096
97 H 17.258 14.884 14.989  C89 1.102
98 H 17.555 15.063 17.345  C90 1.090
99 H 16.852 13.407 17.595  C90 1.082
100 H 15.908 14.672 17.086  C90 1.091
101 H 15.952 12.294 15.552  N91 1.047
102 H 16.367 12.722 14.032  N91 0.997
103 C 13.828 13.379 18.213  O104 1.441, H109 1.114, H110 1.090, H111 1.100
104 O 13.308 12.445 19.178  C103 1.441, C105 1.389
105 C 11.947 12.171 19.126  O104 1.389, C106 1.569, H112 1.126, H113 1.092
106 C 11.662 10.904 20.006  C105 1.569, C107 1.544, N108 1.505, H114 1.118
107 C 11.986 11.171 21.492  C106 1.544, H115 1.130, H116 1.120, H117 1.121
108 N 12.324 9.699 19.395  C106 1.505, H118 1.016, H119 1.032
109 H 13.581 14.442 18.439  C103 1.114
110 H 13.503 13.093 17.212  C103 1.090
111 H 14.919 13.320 18.335  C103 1.100
112 H 11.353 13.017 19.573  C105 1.126
113 H 11.593 11.986 18.110  C105 1.092
114 H 10.571 10.669 19.944  C106 1.118
115 H 11.868 10.215 22.082  C107 1.130
116 H 11.237 11.866 21.949  C107 1.120
117 H 13.009 11.614 21.605  C107 1.121
118 H 13.315 9.925 19.403  N108 1.016
119 H 12.239 8.843 19.964  N108 1.032
120 C 14.128 7.230 16.893  O121 1.393, H126 1.113, H127 1.059, H128 1.165
121 O 15.250 7.856 17.431  C120 1.393, C122 1.401
122 C 16.348 7.831 16.561  O121 1.401, C123 1.541, H129 1.118, H130 1.094
123 C 16.352 9.109 15.700  C122 1.541, C124 1.512, N125 1.502, H131 1.101
124 C 17.625 9.408 14.941  C123 1.512, H132 1.068, H133 1.083, H134 1.083
125 N 15.953 10.382 16.391  C123 1.502, H135 1.042, H136 1.062
126 H 13.383 7.309 17.716  C120 1.113
127 H 14.336 6.203 16.745  C120 1.059
128 H 13.699 7.717 15.926  C120 1.165
129 H 17.247 7.933 17.219  C122 1.118
130 H 16.510 6.958 15.921  C122 1.094
131 H 15.556 9.026 14.943  C123 1.101
132 H 18.239 10.058 15.526  C124 1.068
133 H 17.435 9.982 14.043  C124 1.083
134 H 18.155 8.479 14.773  C124 1.083
135 H 16.649 10.578 17.142  N125 1.042
136 H 15.077 10.107 16.924  N125 1.062
137 C 22.712 13.846 15.582  O138 1.415, H143 1.096, H144 1.089, H145 1.076
138 O 23.440 12.793 16.183  C137 1.415, C139 1.395
139 C 22.752 11.590 16.347  O138 1.395, C140 1.530, H146 1.108, H147 1.110
140 C 23.580 10.731 17.303  C139 1.530, C141 1.504, N142 1.450, H148 1.121
141 C 22.919 9.382 17.355  C140 1.504, H149 1.110, H150 1.053, H151 1.102
142 N 23.871 11.315 18.598  C140 1.450, H152 1.008, H153 0.986
143 H 22.642 13.674 14.502  C137 1.096
144 H 23.173 14.782 15.895  C137 1.089
145 H 21.671 13.906 15.846  C137 1.076
146 H 21.756 11.740 16.809  C139 1.108
147 H 22.578 11.095 15.368  C139 1.110
148 H 24.595 10.585 16.849  C140 1.121
149 H 22.856 8.977 16.323  C141 1.110
150 H 21.996 9.363 17.862  C141 1.053
151 H 23.600 8.687 17.873  C141 1.102
152 H 23.003 11.375 19.107  N142 1.008
153 H 24.232 12.197 18.349  N142 0.986
154 C 19.236 10.539 9.867  O155 1.398, H160 1.079, H161 1.087, H162 1.125
155 O 17.903 10.138 10.005  C154 1.398, C156 1.488
156 C 17.252 10.700 11.220  O155 1.488, C157 1.522, H163 1.108, H164 1.077
157 C 15.991 9.900 11.512  C156 1.522, C158 1.562, N159 1.457, H165 1.114
158 C 16.282 8.365 11.536  C157 1.562, H166 1.092, H167 1.066, H168 1.100
159 N 14.842 10.156 10.652  C157 1.457, H169 0.980, H170 1.027
160 H 19.430 11.583 10.058  C154 1.079
161 H 19.526 10.439 8.825  C154 1.087
162 H 19.942 9.862 10.424  C154 1.125
163 H 17.983 10.622 12.049  C156 1.108
164 H 17.123 11.765 11.125  C156 1.077
165 H 15.691 10.208 12.540  C157 1.114
166 H 17.239 8.207 12.037  C158 1.092
167 H 16.398 8.024 10.534  C158 1.066
168 H 15.425 7.932 12.074  C158 1.100
169 H 14.449 11.005 10.944  N159 0.980
170 H 15.114 10.281 9.670  N159 1.027
171 C 21.165 13.400 20.016  O172 1.376, H177 1.099, H178 1.124, H179 1.103
172 O 20.889 12.201 19.401  C171 1.376, C173 1.428
173 C 19.606 12.038 18.794  O172 1.428, C174 1.548, H180 1.102, H181 1.066
174 C 18.660 11.302 19.775  C173 1.548, C175 1.534, N176 1.568, H182 1.077
175 C 18.965 9.803 19.896  C174 1.534, H183 1.081, H184 1.106, H185 1.081
176 N 17.167 11.530 19.354  C174 1.568, H186 0.993, H187 1.024
177 H 22.214 13.386 20.346  C171 1.099
178 H 20.497 13.619 20.892  C171 1.124
179 H 20.996 14.264 19.351  C171 1.103
180 H 19.148 12.983 18.459  C173 1.102
181 H 19.768 11.401 17.955  C173 1.066
182 H 18.798 11.743 20.749  C174 1.077
183 H 19.977 9.793 20.277  C175 1.081
184 H 18.908 9.361 18.885  C175 1.106
185 H 18.334 9.299 20.614  C175 1.081
186 H 16.861 12.395 19.734  N176 0.993
187 H 16.571 10.783 19.722  N176 1.024

Properties
- DFT total energy (eV) = -86496.725
- E_LUMO (eV) = 0.36
- Kohn-Sham gap (hartree) = 0.326
- maximum force (eV/Å) = 3.0
- highest occupied orbital energy (eV) = -8.51